Molecular formula: C44H48N3O2RuS2Te
Method: DFT, ωB97M-V with the def2-TZVPD basis set

Each line ends with the Löwdin spin population.
Positions of all 101 atoms, in Å:
1 Ru 0.7647 -0.8520 -0.2022  2.620
2 C 2.7072 2.1184 2.0819  0.002
3 C 3.7091 1.6502 1.0658  0.014
4 C 4.6823 2.5146 0.5819  0.000
5 C 5.6464 2.0726 -0.3108  0.009
6 C 5.6492 0.7467 -0.7119  -0.001
7 C 4.6875 -0.1450 -0.2520  0.011
8 C 4.7344 -1.5960 -0.6407  0.003
9 C 3.6990 0.3207 0.6207  0.026
10 N 2.6466 -0.5361 1.0098  0.312
11 C 2.5964 -1.0367 2.2474  0.184
12 C 3.7772 -0.9954 3.1787  0.025
13 C 1.3931 -1.6405 2.6693  0.168
14 C 1.3101 -2.2618 4.0354  0.022
15 N 0.3557 -1.6086 1.8275  0.261
16 C -0.8892 -2.1728 2.2072  0.026
17 C -1.1514 -3.5387 2.0748  0.012
18 C -0.0764 -4.5196 1.7021  0.034
19 C -2.4236 -4.0112 2.3915  0.000
20 C -3.4033 -3.1668 2.8808  0.003
21 C -3.1093 -1.8250 3.0741  0.000
22 C -1.8616 -1.3170 2.7418  0.009
23 C -1.5240 0.1206 3.0060  0.002
24 H 2.6735 3.2075 2.1202  0.000
25 H 2.9690 1.7603 3.0804  0.001
26 H 1.7116 1.7359 1.8599  0.001
27 H 4.6818 3.5459 0.9147  0.000
28 H 6.3984 2.7551 -0.6822  0.001
29 H 6.4111 0.3896 -1.3940  0.000
30 H 5.3899 -1.7465 -1.4987  0.000
31 H 3.7419 -1.9857 -0.8747  0.006
32 H 5.1175 -2.2034 0.1835  0.001
33 H 4.6062 -0.4480 2.7351  0.000
34 H 4.1253 -2.0065 3.4061  0.008
35 H 3.5267 -0.5252 4.1318  0.006
36 H 1.5755 -1.5412 4.8122  0.006
37 H 2.0033 -3.1011 4.1304  0.008
38 H 0.3073 -2.6278 4.2466  0.000
39 H 0.8017 -4.0249 1.2927  0.027
40 H -0.4413 -5.2414 0.9720  0.006
41 H 0.2404 -5.0782 2.5863  0.002
42 H -2.6310 -5.0671 2.2693  0.000
43 H -4.3814 -3.5537 3.1324  0.000
44 H -3.8556 -1.1588 3.4913  0.000
45 H -2.4282 0.7001 3.2016  0.000
46 H -0.9882 0.5536 2.1613  0.001
47 H -0.8751 0.2091 3.8823  0.000
48 O -1.6564 -0.7263 -0.4422  0.069
49 S -3.0129 -1.3647 -0.3854  0.015
50 C -4.1613 0.0578 -0.4977  0.005
51 C -3.4885 1.2418 -1.1878  0.000
52 C -2.8391 2.1794 -0.1700  0.000
53 C -1.8539 3.1597 -0.8028  0.001
54 S -0.1041 2.8127 -0.3194  0.004
55 O -0.1043 1.4473 0.3074  0.032
56 C 0.0099 3.9633 1.0391  0.001
57 C 0.7046 5.1454 0.8450  0.000
58 C 0.8301 6.0346 1.9034  0.000
59 C 0.2729 5.7272 3.1355  0.000
60 C -0.4151 4.5338 3.3176  0.000
61 C -0.5498 3.6414 2.2671  0.000
62 C -3.3311 -2.0438 -2.0061  0.004
63 C -4.4710 -2.8193 -2.1725  0.000
64 C -4.7388 -3.3657 -3.4154  0.001
65 C -3.8610 -3.1493 -4.4712  0.000
66 C -2.7150 -2.3939 -4.2840  0.002
67 C -2.4400 -1.8326 -3.0425  0.008
68 H -4.4438 0.2960 0.5292  0.000
69 H -5.0433 -0.3060 -1.0242  0.001
70 H -4.2223 1.7874 -1.7860  0.000
71 H -2.7277 0.8716 -1.8794  0.000
72 H -2.3102 1.5779 0.5705  0.000
73 H -3.6183 2.7357 0.3577  0.000
74 H -2.0305 4.1921 -0.5069  0.000
75 H -1.8748 3.1121 -1.8918  0.000
76 H 1.1603 5.3584 -0.1126  0.000
77 H 1.3744 6.9589 1.7689  0.000
78 H 0.3836 6.4152 3.9621  0.000
79 H -0.8393 4.2946 4.2838  0.000
80 H -1.0516 2.6929 2.3970  0.000
81 H -5.1342 -3.0053 -1.3364  0.000
82 H -5.6239 -3.9705 -3.5589  0.000
83 H -4.0683 -3.5811 -5.4408  0.000
84 H -2.0263 -2.2418 -5.1013  0.000
85 H -1.5377 -1.2587 -2.8701  0.005
86 Te 0.8472 -3.0168 -1.4252  0.951
87 C 1.6837 0.1068 -1.8679  -0.006
88 C 0.9764 0.1032 -3.1667  0.025
89 C -0.0170 1.0478 -3.4466  0.000
90 C -0.7075 1.0460 -4.6421  0.006
91 C -0.4081 0.0885 -5.6088  -0.001
92 C 0.5895 -0.8539 -5.3611  0.006
93 C 1.2688 -0.8401 -4.1596  0.028
94 C -1.1508 0.0500 -6.8361  0.000
95 N -1.7610 -0.0008 -7.8090  -0.001
96 H 1.8041 1.1337 -1.4974  -0.001
97 H 2.6749 -0.3366 -1.9570  0.007
98 H -0.2431 1.8023 -2.7071  0.000
99 H -1.4746 1.7831 -4.8389  0.000
100 H 0.8274 -1.5909 -6.1164  0.000
101 H 2.0482 -1.5688 -3.9787  0.018

Computed properties:
* E: -3179.39950 Ha
* HOMO-LUMO gap (spin up / spin down): 6.11 / 6.83 eV
* relative energy (zero: lowest compared OMol25 entry of this formula, charge and spin): 3.0 kcal per mole
* HOMO (spin up / spin down): -5.90 / -7.40 eV
* expectation value of S²: 8.80
* spin multiplicity: 6